(1)
14
Properties=species:S:1:pos:R:3:forces:R:3:nbo_charge:R:1 method="wB97M-V/def2-TZVPD" e_tot_ev=-7355.9187 homo_lumo_gap_ha="0.279 / 0.280" e_homo_ev="-7.969 / -8.081"
C -0.166 0.263 1.659 -0.1 0.4 0.8 -0.407
C 0.651 1.322 1.452 -0.1 0.0 0.1 -0.362
C -0.275 -0.912 -0.111 0.0 -0.4 -0.6 0.101
C 0.808 -0.726 -1.159 0.3 0.0 0.2 -0.236
O -0.036 0.018 -2.060 0.1 0.2 -0.2 -0.542
C -1.141 -0.432 -1.261 -0.2 0.1 0.2 -0.239
H 0.166 -0.565 2.270 0.0 0.0 -0.2 0.221
H -1.237 0.430 1.655 0.0 -0.2 -0.2 0.218
H 0.278 2.292 1.134 0.0 -0.3 -0.3 0.197
H 1.700 1.298 1.746 -0.1 -0.2 -0.3 0.193
H 1.739 -0.226 -0.885 -0.1 0.0 -0.1 0.215
H 1.058 -1.711 -1.595 -0.1 0.1 0.2 0.211
H -1.954 0.291 -1.131 0.3 0.0 0.1 0.213
H -1.590 -1.342 -1.714 0.1 0.1 0.3 0.218

(2)
13
Properties=species:S:1:pos:R:3:forces:R:3:nbo_charge:R:1 method="wB97M-V/def2-TZVPD" e_tot_ev=-8806.2028 smiles="C=CO.C=NO" homo_lumo_gap_ha=0.364 e_homo_ev=-9.254
C -1.257 -1.016 0.886 0.2 0.3 -0.4 -0.452
C -0.987 -1.555 -0.288 1.2 -1.9 0.3 0.108
O 0.384 -1.795 -0.697 -1.4 0.4 0.2 -0.729
H -2.251 -1.090 1.291 -0.3 0.3 -0.2 0.214
H -0.520 -0.439 1.426 0.2 -0.3 0.1 0.238
H -1.709 -2.118 -0.869 0.1 0.2 -0.1 0.179
H 0.414 -2.368 -1.474 -0.2 0.2 0.1 0.496
C 1.108 2.521 0.371 0.1 0.3 -0.4 -0.161
N 0.858 1.289 0.313 -0.3 -0.9 0.3 -0.137
O 0.702 0.757 -0.949 1.0 -1.4 -0.1 -0.610
H 1.112 2.959 1.360 0.2 0.0 0.0 0.184
H 1.312 3.146 -0.498 -0.2 -0.1 -0.1 0.168
H 0.835 -0.292 -0.873 -0.4 2.8 0.2 0.500

(3)
114
Properties=species:S:1:pos:R:3:forces:R:3:mulliken_charge:R:1 method="wB97M-V/def2-TZVPD" e_tot_ev=-51419.6668 homo_lumo_gap_ha=0.302 total_charge=+1 e_homo_ev=-11.807
C 2.687 3.117 -2.211 -0.9 0.1 0.0 -0.609
C 1.795 4.348 -2.859 1.9 0.1 1.7 -0.110
O 1.660 4.120 -4.308 -3.5 -0.9 0.9 -0.366
C 0.313 3.599 -4.639 0.7 2.6 -1.7 -0.467
S 0.315 1.694 -4.490 -0.3 -0.5 0.1 0.664
C 1.635 0.983 -5.611 2.8 -1.5 0.5 -0.671
C 2.766 0.100 -4.547 -3.4 -0.8 2.6 0.219
C 2.200 -1.457 -4.056 3.0 1.3 -0.2 -1.004
O 2.281 -0.123 -3.087 3.7 1.1 -5.2 -0.272
C -1.423 1.105 -5.018 -2.4 0.6 -1.3 -0.167
C -2.060 2.184 -6.111 -0.2 0.0 1.2 -1.119
C -2.468 1.126 -3.714 1.0 -0.2 -0.1 -0.157
C -2.326 -0.215 -2.759 -1.4 0.6 0.5 -0.708
H 3.389 2.586 -3.011 -1.4 1.5 1.7 0.115
H 3.299 3.568 -1.313 -1.2 -1.2 -1.8 0.405
H 1.924 2.309 -1.837 1.7 1.4 -0.5 0.103
H 2.398 5.358 -2.666 -1.4 -2.2 -0.9 0.319
H 0.785 4.461 -2.279 1.7 -0.3 -1.4 0.067
H 0.107 3.937 -5.765 0.5 -1.0 2.5 0.315
H -0.551 4.077 -3.978 1.9 -1.5 -1.1 0.337
H 1.254 0.166 -6.365 0.5 1.9 1.6 0.395
H 2.365 1.763 -6.088 -2.0 -1.1 0.7 0.433
H 3.993 0.228 -4.788 -3.7 -0.5 0.9 0.371
H 2.333 -1.979 -3.037 -1.6 -0.4 -1.5 0.493
H 3.261 -1.858 -4.434 -0.7 0.8 1.5 0.207
H -1.399 0.035 -5.522 0.5 2.2 1.3 0.380
H -3.054 1.705 -6.510 2.1 1.0 0.5 0.402
H -1.311 2.496 -6.954 -1.6 -0.7 1.5 0.259
H -2.386 3.129 -5.463 0.7 -1.9 -1.6 0.282
H -3.551 1.200 -4.176 2.3 -0.1 0.9 0.406
H -2.247 2.106 -3.093 -0.5 -1.9 -1.3 -0.175
H -2.396 0.125 -1.617 0.4 -0.8 -2.5 0.091
H -1.354 -0.839 -2.944 -1.9 1.2 0.3 0.304
H -3.324 -0.841 -2.945 2.5 1.0 0.4 0.249
C -5.533 0.230 -0.184 0.2 0.1 -0.1 -0.953
C -5.877 -1.086 -0.862 -0.2 0.0 -0.1 -0.040
C -6.695 -2.026 0.027 0.0 -0.2 -0.1 -0.866
C -5.994 -2.488 1.310 0.0 0.1 0.1 -0.711
C -4.656 -3.203 1.102 -0.1 0.0 0.1 -0.212
C -4.785 -4.496 0.312 0.2 -0.1 -0.1 -1.218
H -4.910 0.078 0.702 -0.1 0.0 0.0 0.180
H -4.977 0.875 -0.873 0.0 0.1 0.1 0.245
H -6.441 0.762 0.118 0.1 0.0 0.0 0.367
H -4.959 -1.578 -1.199 0.0 -0.1 0.0 -0.030
H -6.460 -0.870 -1.767 0.1 -0.1 0.1 0.381
H -6.988 -2.902 -0.564 0.0 0.1 0.1 0.327
H -7.632 -1.526 0.306 0.1 0.0 0.0 0.368
H -6.673 -3.156 1.854 0.1 0.1 -0.1 0.393
H -5.832 -1.625 1.967 0.0 -0.1 0.0 0.301
H -4.231 -3.436 2.085 0.0 0.1 -0.1 0.355
H -3.938 -2.539 0.607 0.0 0.0 0.0 0.155
H -5.460 -5.195 0.816 0.0 0.1 -0.1 0.300
H -3.806 -4.979 0.221 -0.2 0.0 0.0 0.377
H -5.162 -4.318 -0.699 0.0 -0.1 0.1 0.282
C -1.459 3.034 -0.607 -0.1 0.0 -0.1 -0.735
C -0.925 3.922 0.505 0.2 0.0 0.1 -0.805
C -0.708 3.173 1.823 0.0 0.1 0.1 -0.800
C -1.974 2.580 2.453 -0.1 -0.1 -0.1 -0.265
C -3.090 3.585 2.747 0.0 -0.1 0.1 -0.433
C -2.688 4.650 3.755 -0.1 0.2 0.0 -1.234
H -2.442 2.623 -0.359 0.1 0.0 -0.1 0.362
H -1.565 3.610 -1.531 -0.1 0.0 0.0 0.260
H -0.776 2.202 -0.803 0.0 -0.1 0.0 0.239
H -1.597 4.773 0.653 0.0 -0.1 0.0 0.344
H 0.037 4.343 0.183 -0.1 0.0 0.1 0.317
H -0.229 3.852 2.538 0.0 -0.1 -0.1 0.425
H 0.009 2.360 1.656 0.0 0.1 0.0 0.446
H -1.692 2.079 3.387 -0.1 0.1 -0.1 0.124
H -2.372 1.794 1.800 0.0 0.0 0.0 0.187
H -3.954 3.038 3.144 0.1 0.0 -0.1 0.426
H -3.430 4.063 1.822 0.0 -0.1 0.0 0.255
H -2.392 4.194 4.706 0.0 0.1 -0.1 0.272
H -3.531 5.320 3.950 0.2 0.0 0.0 0.393
H -1.857 5.260 3.390 0.0 0.0 0.1 0.295
C 1.186 2.319 5.448 0.2 0.1 -0.1 -1.228
C 0.842 1.002 4.770 -0.2 0.0 0.0 0.229
C 0.023 0.062 5.659 0.0 -0.1 -0.1 -0.726
C 0.725 -0.399 6.941 0.0 0.1 0.1 -0.919
C 2.062 -1.114 6.734 -0.1 0.0 0.1 -0.346
C 1.934 -2.408 5.944 0.2 -0.1 -0.1 -1.173
H 1.809 2.167 6.334 -0.1 0.1 -0.1 0.406
H 1.742 2.963 4.759 -0.1 0.0 0.1 0.371
H 0.278 2.850 5.750 0.1 0.0 0.0 0.199
H 1.760 0.510 4.433 -0.1 0.0 0.0 0.392
H 0.259 1.218 3.864 0.1 -0.1 0.1 -0.306
H -0.270 -0.814 5.068 0.0 0.1 0.1 0.383
H -0.913 0.562 5.938 0.1 0.0 0.0 0.403
H 0.046 -1.067 7.485 0.1 0.1 0.0 0.401
H 0.887 0.463 7.599 0.0 -0.1 -0.1 0.314
H 2.488 -1.348 7.717 0.0 0.1 -0.1 0.378
H 2.781 -0.451 6.239 -0.1 0.0 0.0 0.229
H 1.258 -3.106 6.448 0.0 0.1 -0.1 0.290
H 2.912 -2.890 5.852 -0.2 0.0 0.0 0.371
H 1.557 -2.229 4.933 0.0 -0.1 0.1 0.277
C 5.686 -1.575 -1.458 0.2 0.1 -0.1 -1.194
C 5.342 -2.891 -2.137 -0.1 -0.1 0.0 -0.005
C 4.523 -3.831 -1.247 0.0 -0.2 -0.1 -0.550
C 5.225 -4.293 0.035 0.0 0.1 0.1 -0.888
C 6.562 -5.008 -0.173 -0.1 0.0 0.1 -0.385
C 6.434 -6.301 -0.962 0.2 -0.1 -0.1 -1.175
H 6.309 -1.727 -0.573 -0.1 0.0 -0.1 0.368
H 6.242 -0.930 -2.148 0.0 0.0 0.1 0.359
H 4.778 -1.044 -1.156 0.1 0.0 0.0 0.232
H 6.260 -3.383 -2.473 -0.1 0.0 0.0 0.349
H 4.759 -2.675 -3.042 0.1 -0.1 0.1 -0.077
H 4.230 -4.707 -1.839 0.0 0.1 0.1 0.374
H 3.587 -3.331 -0.969 0.0 0.0 0.0 0.317
H 4.546 -4.961 0.579 0.1 0.1 -0.1 0.395
H 5.387 -3.430 0.692 -0.1 -0.1 -0.1 0.323
H 6.988 -5.241 0.811 0.0 0.1 -0.1 0.373
H 7.281 -4.344 -0.667 -0.1 0.0 0.1 0.231
H 5.758 -7.000 -0.458 0.0 0.1 -0.1 0.292
H 7.412 -6.784 -1.054 -0.2 0.0 0.0 0.374
H 6.057 -6.123 -1.973 0.0 -0.1 0.1 0.279

(4)
19
Properties=species:S:1:pos:R:3:forces:R:3:nbo_charge:R:1 method="wB97M-V/def2-TZVPD" e_tot_ev=-18261.1940 smiles=CSCCCCO homo_lumo_gap_ha=0.340 e_homo_ev=-8.360
C 1.787 2.808 0.177 -1.1 -0.2 0.9 -0.743
S 2.066 1.245 -0.721 -1.7 0.5 -0.5 0.135
C 0.191 0.888 -1.037 1.5 2.5 0.3 -0.473
C -0.364 0.077 0.123 0.6 -1.6 -1.3 -0.447
C -0.685 -1.329 -0.499 -0.9 0.4 0.1 -0.404
C -1.289 -2.326 0.510 1.1 -0.5 -1.9 -0.072
O -0.482 -2.253 1.687 -1.0 0.2 0.1 -0.721
H 2.672 3.430 0.165 0.3 -0.1 0.2 0.228
H 0.987 3.382 -0.296 0.2 -0.1 -0.3 0.210
H 1.382 2.635 1.215 0.9 0.1 -0.8 0.210
H -0.304 1.890 -1.171 0.6 -0.7 0.6 0.211
H 0.109 0.545 -2.063 0.1 -1.0 0.2 0.220
H 0.395 -0.081 0.890 0.0 0.2 -0.1 0.238
H -1.178 0.590 0.615 -0.6 -0.2 -0.1 0.209
H 0.164 -1.791 -0.996 0.8 0.3 0.6 0.206
H -1.304 -1.160 -1.407 -0.5 -0.2 0.8 0.198
H -2.371 -2.152 0.513 0.1 0.1 1.2 0.163
H -1.136 -3.343 0.103 -0.3 0.3 0.0 0.159
H -0.640 -3.055 2.194 0.0 0.1 0.1 0.472